Entry 1:
80
Properties=species:S:1:pos:R:3 method="wB97M-V/def2-TZVPD" homo_lumo_gap_ev=9.509 e_homo_ha=-0.3239 smiles="CCCCCCCCCCC[C@@]1(O)COC(=O)O1.CN(C)C=O.CN(C)C=O.CN(C)C=O" max_force_ev_per_a=4.40 de_lowest_kcal_mol=20.7
O -8.70 0.75 1.48
O -7.53 -1.14 1.77
O -6.06 -3.47 -1.54
O 6.47 6.00 -1.77
O -6.16 -0.51 3.44
O -6.52 0.72 0.94
O 5.23 2.37 -0.48
N -8.04 -2.76 -2.42
N 7.46 2.74 -0.80
N 5.04 6.59 -3.43
C -6.14 -1.15 2.17
C 3.56 -1.65 1.56
C -8.87 -2.55 -3.59
C -7.71 0.18 1.39
C 1.83 -3.43 1.22
C 8.70 2.31 -1.40
C 4.85 7.09 -4.78
C 2.26 -2.26 2.17
C 6.26 6.42 -2.89
C -5.60 -2.56 2.47
C 7.45 3.95 0.01
C -6.80 -3.27 -2.50
C -8.57 -2.43 -1.10
C -3.21 -2.86 1.55
C 5.28 0.19 1.66
C -5.57 -0.37 1.00
C 0.47 -4.06 1.61
C 4.32 -0.71 2.53
C 6.31 2.06 -0.96
C -0.72 -3.30 0.89
C -1.71 -2.69 1.93
C -4.08 -2.55 2.80
C 3.87 6.25 -2.63
H 3.87 6.86 -1.72
H -3.80 -1.56 3.19
H 5.00 -1.31 3.16
H 2.67 -4.14 1.23
H 1.76 -2.98 0.22
H -3.47 -2.19 0.72
H 9.08 3.09 -2.06
H 4.26 8.02 -4.74
H -3.44 -3.89 1.24
H 8.56 1.39 -1.97
H -1.58 -3.12 2.94
H 0.30 -4.14 2.69
H 2.96 6.44 -3.20
H 8.45 4.39 0.05
H 9.44 2.12 -0.61
H -5.76 0.38 3.34
H 4.89 1.21 1.52
H 3.91 5.20 -2.35
H 6.75 4.67 -0.43
H 6.43 1.16 -1.59
H 1.46 -1.50 2.21
H -9.79 -3.14 -3.50
H 5.32 -0.25 0.65
H -5.74 -0.97 0.09
H 7.12 3.71 1.02
H -6.14 -2.92 3.35
H -1.52 -1.61 2.03
H -9.58 -2.03 -1.19
H 4.22 -2.51 1.35
H -1.25 -4.02 0.24
H -6.49 -3.49 -3.53
H 3.65 -0.10 3.16
H -3.90 -3.34 3.55
H -8.34 -2.84 -4.49
H -0.29 -2.52 0.25
H -8.58 -3.32 -0.48
H -5.85 -3.22 1.62
H 7.08 6.70 -3.58
H 3.28 -1.12 0.63
H -7.92 -1.69 -0.64
H -4.55 0.01 1.13
H 4.31 6.35 -5.37
H -9.13 -1.49 -3.66
H 6.30 0.23 2.09
H 0.46 -5.08 1.18
H 2.42 -2.62 3.20
H 5.81 7.30 -5.25

=====

Entry 2:
88
Properties=species:S:1:pos:R:3 method="wB97M-V/def2-TZVPD" homo_lumo_gap_ev="6.960 / 6.735" multiplicity=3 e_homo_ha="-0.3739 / -0.4021" s_squared=2.02 max_force_ev_per_a=2.47 charge=+1 de_lowest_kcal_mol=46.7
W 0.54 0.82 0.71
As -1.85 -0.43 -0.44
As 0.37 3.74 1.63
As 1.01 -1.83 0.17
S 0.93 3.03 -1.56
S 4.86 1.85 -2.10
O 1.57 1.61 3.84
O -0.91 3.30 0.43
O -0.68 1.18 1.88
O 2.51 2.77 -1.73
O 0.43 3.16 -2.90
O 1.48 2.46 0.88
O 0.43 1.27 -1.14
O 1.63 0.06 2.20
N -0.53 -1.12 3.56
N 2.88 0.58 -0.85
N 0.50 -0.38 4.18
C -3.75 3.60 -2.03
C -0.98 -1.25 -1.97
C 1.59 7.02 -1.54
C 1.16 0.56 3.41
C 5.09 -4.10 -0.34
C -2.47 1.60 -2.44
C 1.15 4.76 -0.97
C -3.38 2.01 -0.26
C 2.70 -4.00 -0.54
C -2.66 1.20 -1.12
C -4.68 -0.94 0.14
C 0.36 -3.07 1.51
C -3.94 3.20 -0.71
C -3.50 -1.49 -0.33
C 2.71 -2.70 -0.04
C 1.45 7.38 -0.21
C -5.88 -1.65 0.08
C 0.02 -2.33 -1.48
C -3.01 2.80 -2.89
C 3.28 -0.15 -1.86
C 3.89 -4.69 -0.70
C -5.91 -2.93 -0.46
C 1.14 6.42 0.74
C -1.33 -4.42 2.56
C 1.26 -3.43 2.51
C -0.43 -4.79 3.55
C 3.40 1.90 -0.99
C 1.43 5.70 -1.94
C -0.94 -3.55 1.55
C 0.86 -4.28 3.53
C 3.91 -2.12 0.35
C 0.97 5.10 0.37
C 5.10 -2.82 0.20
C 4.33 0.34 -2.65
C -4.73 -3.49 -0.93
C -3.54 -2.79 -0.86
H 1.02 6.72 1.78
H 1.57 -4.56 4.30
H -4.51 3.82 -0.03
H -0.60 -2.02 4.02
H -6.84 -3.47 -0.52
H -4.71 0.05 0.57
H 6.02 -4.64 -0.46
H 2.27 -3.04 2.51
H 1.76 -4.49 -0.80
H -1.71 -1.65 -2.67
H 2.86 -1.13 -2.05
H 3.88 -5.70 -1.09
H -3.48 1.75 0.79
H 0.76 -2.54 -2.25
H -0.48 -3.27 -1.25
H -0.42 -0.46 -2.46
H -2.35 -4.80 2.58
H -1.54 4.01 0.23
H 3.67 2.35 -0.04
H 3.92 -1.13 0.78
H -1.42 -0.63 3.64
H 4.79 -0.17 -3.48
H -0.74 -5.47 4.34
H -6.79 -1.19 0.44
H -4.18 4.52 -2.38
H 1.53 5.41 -2.98
H 0.23 0.07 5.05
H 1.58 8.42 0.08
H 6.03 -2.37 0.51
H -2.66 -3.26 -1.26
H -1.89 1.00 -3.13
H -2.85 3.11 -3.92
H -1.67 -3.23 0.83
H -4.74 -4.49 -1.36
H 1.83 7.78 -2.29